Record 1
Below is CBr2FNO2 as an isolated structure in a non-equilibrium geometry, with properties calculated with ωB97M-V/def2-TZVPD.

**DFT total energy**: -5491.10301 Ha
**Orbital gap**: 10.25 eV
**LUMO level**: -0.679 eV
**2S+1**: 1

Last column: Löwdin charge in e.
Cartesian coordinates (Å):
C -0.29 0.09 -0.57  -1.142
N 0.45 -0.53 0.76  -0.436
O -0.15 -1.46 1.23  0.102
O 1.35 0.15 1.18  0.045
F -1.01 -0.79 -1.12  0.052
Br 1.05 1.05 -1.72  0.669
Br -1.40 1.50 0.23  0.711

Record 2
Below is a 2-piece molecular cluster, CBr2S3 overall in a non-equilibrium geometry, with properties calculated with ωB97M-V/def2-TZVPD.

**DFT total energy**: -6380.68691 Ha
**Orbital gap**: 8.41 eV
**LUMO level**: -0.712 eV
**2S+1**: 1

Last column: Löwdin charge in e.
Cartesian coordinates (Å):
C 0.96 -1.55 0.06  -1.471
S 1.38 -1.31 1.52  0.725
S -2.13 1.27 0.61  -0.278
S 0.51 -1.95 -1.34  0.734
Br -3.07 -0.61 0.09  0.135
Br -3.13 2.69 -0.62  0.156

Record 3
Below is a 2-piece molecular cluster, CBr2S3 overall in a non-equilibrium geometry, with properties calculated with ωB97M-V/def2-TZVPD.

**DFT total energy**: -6380.68109 Ha
**Orbital gap**: 7.95 eV
**LUMO level**: -1.251 eV
**2S+1**: 1

Last column: Löwdin charge in e.
Cartesian coordinates (Å):
C -1.73 0.22 1.25  -1.388
S -1.22 -0.71 2.39  0.732
S 1.04 -0.54 -0.82  -0.269
S -2.33 1.19 0.11  0.649
Br 1.81 1.42 -0.60  0.164
Br 2.42 -1.58 -2.32  0.112

Record 4
Below is CBr3O3S as an isolated structure in a non-equilibrium geometry, with properties calculated with ωB97M-V/def2-TZVPD.

**DFT total energy**: -8384.06822 Ha
**Orbital gap**: 7.55 eV
**LUMO level**: 2.943 eV
**2S+1**: 1
**Net charge**: -1

Last column: Löwdin charge in e.
Cartesian coordinates (Å):
C 1.12 -0.26 -0.30  -1.532
O -2.02 -0.98 -0.22  -0.292
O -1.79 1.36 -0.70  -0.283
O -1.35 0.58 1.56  -0.291
S -1.58 0.30 0.20  0.477
Br 1.52 -1.91 0.69  0.357
Br 2.00 -0.33 -2.10  0.330
Br 2.10 1.22 0.87  0.233

Record 5
Below is a 2-piece molecular cluster, CBrCl2FS overall in a non-equilibrium geometry, with properties calculated with ωB97M-V/def2-TZVPD.

**DFT total energy**: -4030.43508 Ha
**Orbital gap (spin up / spin down)**: 7.92 / 6.57 eV
**Expectation value of S²**: 2.007
**LUMO level (spin up / spin down)**: -0.167 / -2.654 eV
**2S+1**: 3

Last column: Löwdin charge in e.
Cartesian coordinates (Å):
C -0.26 -0.56 0.05  -1.473
F 0.12 -1.18 -1.03  -0.051
S -3.71 0.98 1.26  -0.004
Cl -0.28 -1.52 1.47  0.621
Cl 0.43 0.95 0.26  0.648
Br -2.83 0.13 -0.43  0.260

Record 6
Below is an isolated ion of composition CBrClFO2S and charge -1 in a non-equilibrium geometry, with properties calculated with ωB97M-V/def2-TZVPD.

**DFT total energy**: -3720.88289 Ha
**Orbital gap**: 7.70 eV
**LUMO level**: 3.289 eV
**2S+1**: 1
**Net charge**: -1

Last column: Löwdin charge in e.
Cartesian coordinates (Å):
C 0.27 -0.53 -0.70  -1.253
O -0.97 1.19 0.84  -0.573
O 1.46 1.16 1.14  -0.575
F 0.34 -1.98 -0.42  -0.266
S 0.17 0.37 1.11  0.620
Cl -1.23 -0.25 -1.52  0.565
Br 1.79 -0.34 -2.03  0.482

Record 7
Below is CBrClI2 as an isolated structure in a non-equilibrium geometry, with properties calculated with ωB97M-V/def2-TZVPD.

**DFT total energy**: -3667.59549 Ha
**Orbital gap**: 7.53 eV
**LUMO level**: -1.584 eV
**2S+1**: 1

Last column: Löwdin charge in e.
Cartesian coordinates (Å):
C 1.63 -0.01 0.45  -1.288
Cl 1.65 1.29 -0.55  0.531
Br 2.22 -1.57 -0.24  0.648
I -3.96 0.16 -0.25  0.020
I -1.55 0.13 0.59  0.089

Record 8
Below is one molecule with the formula CBrFN4 in a non-equilibrium geometry, with properties calculated with ωB97M-V/def2-TZVPD.

**DFT total energy**: -2930.82490 Ha
**Orbital gap**: 8.87 eV
**LUMO level**: -0.739 eV
**2S+1**: 1

Last column: Löwdin charge in e.
Cartesian coordinates (Å):
C 0.75 0.41 0.37  -0.685
N -1.64 0.13 -0.46  -0.026
N 1.00 -0.47 -0.47  0.047
N -1.04 -0.76 -0.87  -0.153
N 0.12 -1.20 -1.12  -0.025
F 1.66 1.10 0.99  0.022
Br -0.83 0.80 1.56  0.822